Below is a structure of composition C14H14BiI2N4O4STe, with properties calculated with ωB97M-V/def2-TZVPD.

Atoms and positions in Å:
Bi  -0.16514  -1.06174  1.19640
I  5.35761  3.88751  4.02018
C  3.80342  2.51948  3.72264
C  3.83839  1.28882  4.35843
C  2.80444  0.39394  4.15096
I  2.83853  -1.45862  5.10515
C  1.70296  0.68047  3.31521
O  0.73086  -0.16317  3.14701
C  1.70095  1.95645  2.69348
C  0.53919  2.33040  1.81747
N  0.45241  1.46374  0.63870
C  -0.29669  2.01499  -0.47874
C  -1.79106  1.96682  -0.29432
C  -2.61139  2.62642  -1.21058
C  -3.98033  2.52940  -1.07874
C  -4.50262  1.78383  -0.02798
C  -3.61470  1.17421  0.83711
N  -2.28850  1.25882  0.71438
C  2.74066  2.84835  2.89513
H  4.66185  1.02408  5.00701
H  0.64691  3.38005  1.51158
H  -0.39882  2.23767  2.37120
H  1.37708  1.21302  0.30194
H  -0.05771  1.42567  -1.36868
H  -0.00853  3.05812  -0.67740
H  -2.16335  3.18376  -2.02366
H  -4.63644  3.02142  -1.78601
H  -5.56941  1.67704  0.11516
H  -3.97563  0.58276  1.67252
H  2.71364  3.81324  2.40244
O  1.93913  -2.12219  -0.70744
N  1.19488  -0.91057  -0.56907
Te  1.44729  -3.48900  0.70254
O  -0.39216  0.23640  -3.18252
S  -0.30367  -1.14593  -2.67631
N  -0.15446  -1.09176  -1.04492
C  -2.85409  -0.94199  -2.12048
O  -1.83687  -1.74741  -2.70870
H  -3.79080  -1.24232  -2.58586
H  -2.67134  0.11600  -2.32034
H  -2.90759  -1.10851  -1.04246

The total charge is -1. The multiplicity is 1. The calculation puts the HOMO energy at -4.14 eV. As for the frontier orbital gap: 6.355 eV.


Below is an isolated molecule of C3H6ClIS at a distorted geometry, with properties calculated with ωB97M-V/def2-TZVPD.

Atoms and positions in Å:
S  0.59738  2.07247  -0.75584
C  0.55520  0.76556  0.51770
C  -0.49168  -0.61522  0.33445
I  -2.50285  -0.05498  -0.29862
C  0.16181  -1.46915  -0.76187
Cl  1.57173  -2.33228  -0.04184
H  -0.55132  2.55703  -0.27798
H  1.44574  0.10318  0.56379
H  0.27437  1.32792  1.54988
H  -0.58728  -1.15670  1.27612
H  -0.52741  -2.31528  -1.06571
H  0.54084  -0.97710  -1.70420

The multiplicity is 1. The calculation puts the HOMO energy at -9.35 eV. As for the frontier orbital gap: 9.619 eV. The SMILES is SC[C@@H](I)CCl.


Below is the ion C5H12N2O with charge +3 at a distorted geometry, with properties calculated with ωB97M-V/def2-TZVPD.

Atoms and positions in Å:
O  0.08564  1.77966  2.96075
C  -0.57064  1.17317  2.19613
C  0.30456  0.37910  1.17895
C  0.23611  0.95880  -0.16041
C  -0.70772  0.23715  -1.04589
C  -0.41802  -1.05647  -1.46794
N  -1.21998  -1.83667  -2.50722
N  1.75421  0.36231  1.61205
H  -1.69812  1.26277  2.39097
H  -0.06622  -0.66759  1.16529
H  1.23546  1.17547  -0.60294
H  -0.08170  2.09808  -0.15520
H  -1.67488  0.80995  -1.36869
H  0.57888  -1.54298  -1.15989
H  -1.81353  -2.57442  -1.98787
H  -0.69056  -2.31856  -3.13635
H  -1.78210  -1.21893  -3.05261
H  2.02196  1.29835  1.75886
H  2.08685  -0.29378  2.52998
H  2.41982  -0.02540  0.85202

The total charge is +3. The expectation value of S² is 0.76. The multiplicity is 2. The calculation puts the HOMO energy (spin up / spin down) at -22.89 / -22.77 eV. As for the frontier orbital gap (spin up / spin down): 9.360 / 5.263 eV.


Below is a structure of composition C16H17Br3CuIN2O3P at a distorted geometry, with properties calculated with ωB97M-V/def2-TZVPD.

Atoms and positions in Å:
C  3.79103  1.47058  -0.01454
C  4.32136  0.43612  -1.09146
O  4.93094  0.88014  -2.02950
O  4.07675  -0.90744  -0.83597
C  3.73992  -1.64851  -2.02098
C  2.18415  -1.73681  -2.29310
C  1.47874  -2.77646  -1.31530
C  0.91241  -1.94830  -0.10249
C  1.76838  -1.94577  1.14795
C  1.31159  -1.16463  2.26751
C  0.04378  -0.33994  2.25977
N  -0.22659  0.38769  3.41169
C  -1.39822  1.04352  3.23287
I  -2.03693  2.30089  4.89140
C  -2.28613  1.00120  2.03810
C  -3.64735  1.77869  1.97804
Br  -4.88991  0.76027  3.18029
C  -4.29095  1.66018  0.51302
C  -3.45741  2.44382  -0.58795
Br  -6.18380  2.34064  0.66846
N  -1.96591  0.28712  0.93247
C  -0.76729  -0.39551  1.03377
C  -0.33352  -1.19572  -0.16934
P  -1.45014  -1.12240  -1.67751
O  -1.38693  -2.58586  -2.50953
Br  -0.55297  0.48040  -3.04331
H  4.70097  2.04158  0.33494
H  3.34894  0.89939  0.84181
H  3.08623  2.21679  -0.46257
H  4.26583  -1.32049  -2.95246
H  4.08309  -2.71131  -1.83344
H  1.97984  -2.07090  -3.34990
H  1.77926  -0.68980  -2.19326
H  0.71224  -3.42504  -1.80516
H  2.29774  -3.47095  -0.96003
H  2.71479  -2.52896  1.15566
H  1.93888  -1.15451  3.19115
H  -3.56602  2.84117  2.33390
H  -4.31328  0.55387  0.30330
H  -4.21546  2.95239  -1.26799
H  -2.92852  1.70164  -1.25502
H  -2.74536  3.21616  -0.17598
H  -2.21528  -3.04378  -2.25537
Cu  -4.60888  4.48886  0.48607

The total charge is +1. The multiplicity is 1. The calculation puts the HOMO energy at -11.15 eV. As for the frontier orbital gap: 5.515 eV.


For reference, molar mass by record: 924.7 236.5 116.2 746.5 u.
For reference, energy relative to the best compared isomer or geometry (same formula, charge and spin) by record: 1.168 0.000 1.564 0.000 eV.